Computed, not measured: a cluster of 9 separate species, C65H134F12N5O9 in total, with ωB97M-V/def2-TZVPD.

Summary:
- DFT total energy (eV) = -128050.902
- frontier orbital gap (eV) = 5.04
- multiplicity = 1
- charge = +1

Geometry as XYZ:
```
225
C65H134F12N5O9, DFT ωB97M-V/def2-TZVPD
H 6.275 -2.355 -1.386
H 2.280 0.299 -0.203
H -4.842 10.781 -0.178
H 0.580 -0.775 3.912
C 2.719 -4.775 -3.272
H -2.215 2.086 -1.779
H -7.236 0.729 -3.261
H -2.396 -0.714 -3.171
H 2.748 -1.258 3.510
H -0.153 -6.740 0.140
C 2.725 1.055 -4.999
H 5.147 -5.248 2.904
H -2.388 0.465 0.019
H -3.548 5.555 -1.254
F 6.358 -2.382 3.502
C 3.981 -3.380 1.270
F 7.254 -1.030 5.066
H 2.985 -4.779 4.329
H -4.360 -3.024 -3.233
H -1.765 2.170 5.777
O -2.298 -6.311 4.565
H -0.743 -4.807 -2.079
H -4.197 0.916 -6.477
F -1.849 -2.448 -1.468
H -0.010 8.542 -1.171
H 3.600 -2.377 1.581
F 1.029 -7.081 5.343
H -1.779 -1.380 -4.618
C 5.356 0.938 0.698
H -3.590 -1.969 -6.551
C -3.172 -6.225 3.433
C 4.888 2.427 -3.252
C -1.626 -0.114 -0.542
H -1.604 0.923 -5.154
H -1.347 3.741 -0.195
H 2.859 2.661 1.562
H -2.234 -3.622 -5.427
C -3.003 -5.239 -4.094
H -2.436 -1.239 2.955
C -5.305 8.826 0.795
O 1.177 -5.252 -1.558
C -0.684 6.423 0.440
N 3.341 -4.404 2.202
H 6.448 5.436 -2.714
H 6.803 -1.008 -2.280
H 4.087 -3.435 3.958
H 2.867 -1.198 0.124
H -6.798 -1.079 -4.987
H 4.988 1.779 0.076
H 4.758 0.120 0.366
C 0.611 1.728 3.040
H -2.987 0.121 5.612
C 6.042 -1.422 4.570
H 0.661 -4.090 -3.081
N -3.934 -1.420 -4.555
H -1.154 -7.478 3.376
H -1.179 0.748 2.492
C 5.161 -0.117 4.085
H -0.529 7.309 1.135
C -0.975 1.443 5.866
H 1.358 -5.340 2.178
C -4.073 -1.148 -5.993
C -2.297 -1.618 -0.551
H -4.806 -3.238 -4.938
H -2.190 -5.877 -4.451
H -1.243 4.485 -1.795
H 0.622 -1.511 -1.007
H 1.926 -0.222 1.405
O 2.111 -3.026 -1.832
F 5.530 -2.125 5.545
C -3.970 -2.928 -4.293
C -7.440 -0.327 -3.075
H 1.508 -3.742 1.285
H 0.363 1.883 0.837
H -2.760 0.211 -7.202
C 2.052 -0.534 0.420
C -0.721 -6.199 -0.576
H 3.713 1.538 -1.740
H 5.008 -0.234 -4.043
C -4.974 -0.665 -3.730
N -1.054 0.579 4.659
C 1.750 0.279 -3.004
H -1.387 0.704 6.583
H -5.564 10.811 1.501
O -0.202 -5.777 3.482
H 4.314 4.497 -3.363
H 0.553 -2.005 0.605
C 1.970 -4.722 1.527
H -1.009 -6.879 -1.380
H 5.479 2.165 2.435
H 1.384 6.684 -0.170
H -0.750 5.501 1.001
H 7.084 3.905 -2.133
C 3.171 -3.924 3.644
H 4.583 3.918 -1.743
H -8.420 -0.548 -3.484
H -1.571 -5.941 0.060
C 3.596 1.812 -2.798
C -2.803 5.279 -0.487
H -1.850 -3.405 -3.820
C 1.979 3.278 1.622
C 0.323 2.080 6.312
H 2.238 -5.132 0.515
H -2.196 8.207 -1.800
H 5.731 1.873 -2.802
H 5.609 0.592 4.770
H -6.564 -2.165 -3.591
C -1.643 7.296 -1.668
C -2.675 -3.751 -4.445
H 5.864 -2.328 -3.136
H -3.181 1.363 -4.436
H -3.280 4.953 0.427
H 3.807 -1.757 -1.741
H 2.799 2.580 -2.884
H -3.513 3.332 -2.221
H -2.242 8.481 0.500
H 2.371 2.077 -4.780
H 3.622 1.089 -5.626
H -4.057 8.544 -0.914
H -0.040 0.009 -4.028
H -0.670 -2.653 4.114
C -2.587 -0.769 -4.200
H 0.385 7.525 -2.570
H -4.843 0.398 -3.803
C 4.102 -0.536 -3.500
O 3.841 -0.282 4.113
C -6.476 -1.133 -3.978
H -0.568 2.521 8.390
C -1.176 -1.818 4.660
H -4.705 6.934 -0.308
C 1.670 -4.147 -2.387
H -5.185 8.540 1.886
H -1.402 -2.253 5.682
C -0.124 7.557 -1.591
C -4.884 10.277 0.832
C 0.597 -1.094 0.012
H -3.438 2.587 -0.604
H -0.156 -4.130 -0.448
H 3.671 -1.377 -4.040
C 4.991 3.829 -2.761
H 5.078 2.341 -4.335
H -1.450 2.304 3.370
N 3.117 0.597 -3.549
C -4.018 -4.954 3.430
C -1.934 4.145 -0.994
C 1.650 0.058 -5.393
H 6.441 0.844 0.509
F -2.177 -2.218 0.674
H 1.981 -0.337 -2.109
H 1.313 0.847 2.990
O -1.336 0.322 -1.706
C 0.419 6.477 -0.617
H -3.013 -5.477 -2.988
F -0.751 -8.314 5.928
H -2.807 7.128 1.572
H 0.966 0.452 -6.156
H -8.043 -0.012 -1.072
H -3.971 -5.567 -4.593
H -2.654 -6.156 2.469
C -2.644 0.547 -4.945
C -2.810 2.973 -1.442
H -3.450 -1.833 4.243
H -1.910 6.615 -2.453
F 3.868 -5.057 -2.587
C 4.556 -1.051 -2.124
H -0.461 3.867 7.317
H -4.490 -4.895 4.415
H 1.740 -2.980 4.902
H 4.571 -5.957 1.376
H 3.775 -6.424 2.788
H 3.758 -3.584 0.235
H -6.365 8.681 0.572
H 1.296 1.197 -2.570
H 0.903 -1.428 -3.900
H -3.833 10.326 1.160
O 2.006 -1.818 3.084
C 0.956 -0.369 -4.129
C -0.125 -4.976 -1.165
C 5.971 -1.740 -2.225
H 6.885 4.075 -3.819
C -0.356 -7.101 5.394
H 1.026 2.353 3.801
C 4.279 -5.585 2.327
C -7.275 -0.634 -1.583
F -0.573 -6.091 6.308
H -0.038 3.311 1.765
H 4.043 1.100 2.366
H 0.541 5.484 -1.088
H -3.618 -3.996 3.090
H 1.036 3.160 8.008
N -2.078 6.646 -0.289
H 5.078 -3.400 1.484
C -0.970 -6.680 4.069
H 1.161 -3.718 3.337
F 2.336 -6.014 -3.886
C 0.694 2.471 1.711
H 1.902 3.998 0.802
H -3.805 -7.104 3.369
C -0.178 -0.600 4.714
F 3.107 -3.948 -4.320
C -2.857 7.597 0.573
O 5.813 0.176 2.789
C 0.046 2.977 7.569
C -2.513 -1.276 4.064
C 5.132 1.165 2.199
H 0.375 -0.526 5.648
C -2.555 0.117 4.592
H -7.428 -1.685 -1.364
H -4.760 -0.971 -2.729
C -3.359 0.215 -6.269
H -5.134 -1.144 -6.196
C -4.286 7.914 -0.028
H 1.981 3.902 2.511
C 6.400 4.334 -2.869
H 1.111 1.339 6.556
O -0.459 -0.131 0.399
H -6.287 -0.409 -1.202
H 4.566 -0.184 -1.456
H 2.235 -0.766 -5.831
C -0.824 1.366 3.336
H 0.736 2.751 5.588
H -4.794 -5.228 2.688
H -3.141 0.837 3.969
F -3.604 -1.569 -0.777
C 1.908 -3.069 3.802
```